[1]
C17H21FeN2O4 | wB97M-V/def2-TZVPD

CARTESIAN COORDINATES (ANGSTROEM)
O -2.2129 1.2421 -0.7267
H 2.4439 -2.4021 3.5215
C 0.4426 -3.1892 3.9135
H 2.0046 -1.7291 6.3163
C 2.0063 -2.6082 5.6670
H -1.2775 -1.7728 1.0104
H -0.7274 -5.3018 2.3945
H 1.2589 -2.5141 0.3167
C -1.2173 -4.3567 2.7007
H -3.8271 2.1733 0.1175
H 1.7267 -0.8731 -1.6206
C 0.4741 2.6786 0.6029
N -0.1919 -3.3023 2.7923
H -0.0342 -1.4072 2.1734
H -1.4555 -4.6231 6.0937
N 0.1564 -3.9081 5.0226
H -3.3726 0.6630 1.0106
C -0.6822 0.2632 0.9772
O 3.3011 2.1453 -1.0765
H 1.3252 -1.1892 4.1492
C -1.1123 0.5296 -0.3846
C 1.9248 0.9072 1.7278
C 0.6823 -1.5922 0.1726
C 0.8862 -0.7636 -0.9259
C -0.3473 -1.1852 1.1451
O 0.3164 3.7211 1.0886
O 2.6477 0.9095 2.6371
H -0.1931 0.6232 -2.3287
H 2.9980 -3.0674 5.7158
C -3.4672 1.1404 0.0152
H -2.5922 -5.4562 3.9279
H -4.1443 0.5718 -0.6377
C 0.9777 -3.6241 6.1773
H -0.6193 -5.8492 5.1267
C -1.9479 -4.5797 4.0038
C 1.6181 -2.2480 4.2278
C -0.1015 0.2135 -1.3220
Fe 0.9659 1.0468 0.2334
C -0.9651 -4.8024 5.1326
H -2.5763 -3.7049 4.2113
C 2.3345 1.5974 -0.7434
H 1.4518 -4.5394 6.5650
H -1.1874 0.7832 1.7940
H 0.3582 -3.2019 6.9862
H -1.9070 -4.0340 1.9102

Values from the calculation:
total charge	+1
lowest unoccupied orbital energy (spin up / spin down)	-2.880 / -7.264	eV
calculated total energy	-63512.859	eV
<S²>	6.071
multiplicity	5
ΔE to the lowest compared entry with this formula, charge and spin	215.2	kJ/mol

=====

[2]
C8H22I3N5O4P | wB97M-V/def2-TZVPD

CARTESIAN COORDINATES (ANGSTROEM)
H -2.4476 0.6320 1.9558
H -0.5555 -1.5427 -0.1483
C 2.3958 0.9649 1.7639
C -0.8191 0.2430 0.5919
N -0.8412 -0.0133 3.1541
H -1.1349 1.7937 2.0595
H 0.8977 -0.8923 2.4176
H 1.9660 0.3332 0.9809
I 2.4905 2.0356 4.5504
N 1.4792 -3.3017 -2.5996
H -1.2961 0.5254 -1.4794
H 0.6890 1.9201 2.7015
H -1.5412 -4.2642 -3.1033
H 1.9831 -4.0451 -3.0452
O -0.8266 -2.8655 2.8694
N -0.5191 3.6871 -4.0435
H 1.9890 -2.5425 -2.1893
I -1.5431 1.1653 4.7894
H 1.8903 3.3455 -4.7448
H -2.3132 1.5128 -0.4140
H 2.6515 1.9325 1.3318
P -1.6372 -1.7220 3.2732
C -1.3615 0.7384 1.9201
I 1.2108 -1.2186 4.9874
H 3.3214 0.4944 2.1008
C 1.4189 1.1449 2.9293
O 0.0449 2.2131 -2.4187
O -0.4777 -2.3293 -1.9955
H -2.7698 -1.3796 2.5253
H -0.2813 4.2250 -4.8552
N 1.6153 2.8214 -3.9358
N -0.5386 -4.2823 -3.1303
H 0.1298 0.7453 0.3648
H -0.0749 -5.0410 -3.5931
H -2.5771 -0.2267 -0.5026
C -1.8056 0.5508 -0.5190
C 0.3607 2.8664 -3.4044
H -2.0199 -1.6415 4.6158
C 0.1209 -3.2523 -2.5409
H -1.4531 3.7347 -3.6823
C 0.6729 -0.1775 3.2110
H 2.2834 2.2203 -3.4921
O -0.6310 -1.1563 0.7450

Values from the calculation:
total charge	+1
lowest unoccupied orbital energy	-4.786	eV
calculated total energy	-57879.058	eV

=====

[3]
C24H45N9O4 | wB97M-V/def2-TZVPD

CARTESIAN COORDINATES (ANGSTROEM)
O 0.1722 -0.6965 -5.0827
N 0.3153 3.3758 3.8687
H 5.7536 -3.0617 -1.3064
C 4.1475 -0.4516 0.1524
H 2.3217 0.9873 -2.5787
N -2.3799 -0.5951 6.7369
H -4.7053 2.8606 -2.8721
O 2.4254 -1.6894 -1.7820
H -1.8757 -1.0287 -4.4157
H -2.9600 2.0030 4.9627
H 3.1951 1.9731 4.7475
H 4.7719 0.4077 -0.0922
H -2.5583 3.3199 -1.2015
H 2.4919 -4.4132 3.5575
H 0.9551 -4.3806 -0.3720
C -0.7912 -4.0032 0.6742
N -3.8852 0.1101 3.1898
N -1.2990 -3.7879 1.6834
H -4.7003 4.0817 -4.1352
C -3.8191 -0.5910 -3.8131
H -0.0605 -0.9445 -1.0035
H 0.8771 0.0404 1.9844
C -0.1092 -4.3350 -0.6027
H -0.1381 1.6042 -5.9068
H -1.7869 1.1753 2.0425
H -0.2722 -3.6130 -1.4029
C 2.1500 1.8370 5.0256
C -2.0734 1.6957 5.5173
C 0.3917 2.1513 -5.1270
H -3.4111 -2.9706 2.9713
C 0.0783 -0.5550 1.5422
H -4.0172 -2.8432 4.4332
N 4.4306 -1.5851 -0.6767
C -4.0961 3.3117 -3.6554
H 1.0560 2.9376 -5.4857
H -1.4329 4.6209 -1.9071
H -2.6899 -0.1032 -5.4962
N -4.8735 -0.8047 -3.2925
H 1.1459 2.2410 -2.2109
H -2.0710 0.6693 -4.0238
C 1.1428 2.7228 4.3448
C 5.6891 -2.3218 -0.5085
H 0.7403 -1.3456 1.1890
H -0.4988 -5.3188 -0.8642
C 3.3023 -3.8775 3.0632
C 3.5317 -2.1328 -1.4767
C -2.4322 4.1898 -1.8462
C -4.0545 -0.9938 3.2924
C 1.7165 1.7805 -3.0175
C 0.8249 -0.1183 -4.2168
H 5.7666 -2.8949 0.4154
C -2.7666 3.8749 -3.3631
H -1.8442 2.5235 6.1883
N -0.6256 0.2273 0.5926
H -3.1602 4.8988 -1.4520
O -1.1706 0.7382 -1.5951
H 2.1645 1.9511 6.1095
C -1.3705 1.4590 1.0759
H 6.4635 -1.5825 -0.7131
C -4.2199 -2.4185 3.4501
H 2.0271 0.8322 4.6214
H 1.4903 -0.7396 -3.5976
H 3.6839 -3.1612 -1.8393
H 3.4187 -4.3209 2.0744
H -5.1790 -2.7858 3.0852
H 2.2670 2.5841 -3.5068
H 3.1762 0.0328 0.0516
H -0.3331 2.8033 -4.6396
N 0.9874 1.1922 -4.1470
C -2.5901 -0.2054 -4.4156
H -0.5849 2.1944 1.2492
C -0.6366 -0.0456 -0.7344
H 4.1552 -4.2275 3.6446
H -3.9709 2.5762 -4.4501
H -2.1750 1.7875 0.4179
H 4.2679 -0.6167 1.2231
C -2.2608 0.4400 6.2298
O -1.9659 4.2361 -4.2669
N 2.9385 -1.3035 3.2628
C 3.0907 -2.4411 3.1667
H -1.2409 1.7516 4.8159
H -0.4381 -0.8951 2.4398

Values from the calculation:
total charge	-1
lowest unoccupied orbital energy (spin up / spin down)	2.433 / 2.350	eV
calculated total energy	-47215.012	eV
<S²>	0.751
multiplicity	2

=====

[4]
C5H7BrO | wB97M-V/def2-TZVPD

CARTESIAN COORDINATES (ANGSTROEM)
C 0.1109 -0.5061 2.1851
C 0.3462 0.8716 -1.6377
H -0.3034 -1.1112 -2.3435
H -1.6382 0.2151 -2.0207
O -1.1964 1.1964 0.3817
H 0.1240 1.8533 -1.4936
H -0.7018 0.1492 2.2863
H 1.3277 0.6540 -1.7320
H -0.0585 -1.3989 2.7471
H 0.9644 0.1147 2.6793
C -0.3895 0.3811 0.1443
C -0.5914 -0.0643 -2.0635
Br 1.6047 -1.8841 0.1115
C 0.4014 -0.4708 0.7556

Values from the calculation:
lowest unoccupied orbital energy	0.022	eV
calculated total energy	-77384.553	eV
ΔE to the lowest compared entry with this formula, charge and spin	285.9	kJ/mol